Entry 1:
C29H21Cl5IMnN2O3PS | ωB97M-V/def2-TZVPD

Its multiplicity is 6. The net charge is -2. As for the frontier orbital gap (spin up / spin down): 3.324 / 4.152 eV. For the strongest force on any atom, the calculation gives 0.0337 Eh/bohr. As for the molar mass: 867.65 u.

Last column: Löwdin charge in e.
CARTESIAN COORDINATES (ANGSTROEM)
Mn (0.3768, 0.1969, -0.0604)  0.263
Cl (0.8747, 0.1016, 3.0433)  0.709
C (2.3642, -0.1407, 2.1770)  -0.682
C (2.3093, -0.3356, 0.7880)  -0.222
C (3.5716, -0.4634, 0.2089)  -0.690
Cl (3.6646, -0.7911, -1.4990)  0.667
C (4.7792, -0.3620, 0.8997)  -0.715
Cl (6.3043, -0.4373, 0.0704)  0.605
C (4.7642, -0.1956, 2.2770)  -0.725
Cl (6.2432, -0.1050, 3.1712)  0.612
C (3.5376, -0.1012, 2.9260)  -0.712
Cl (3.5044, 0.0720, 4.6507)  0.616
I (0.9903, -0.7336, -6.7969)  0.697
C (0.5335, -0.2931, -4.7894)  -0.749
C (-0.5485, 0.4444, -4.3511)  -0.171
N (-0.4866, 0.4274, -3.0189)  -0.043
N (0.5457, -0.2761, -2.5662)  -0.019
C (1.1882, -0.7319, -3.6340)  -0.254
H (-1.3114, 0.9774, -4.8923)  0.107
H (-1.1608, 0.7510, -2.2403)  -0.050
H (2.0697, -1.3428, -3.5448)  0.055
S (-1.7942, 0.6945, -0.3110)  0.006
O (-1.1650, 4.5126, 0.7344)  0.075
C (-0.0262, 5.1136, 0.3132)  -0.263
C (0.1121, 6.4993, 0.3255)  -0.049
C (1.2858, 7.0989, -0.1131)  -0.128
C (2.3258, 6.3101, -0.5775)  -0.120
C (2.1766, 4.9298, -0.6073)  -0.026
C (1.0156, 4.3130, -0.1615)  -0.053
C (0.9391, 2.8031, -0.1845)  -0.664
O (1.2105, 2.2102, -1.2531)  -0.050
O (0.6675, 2.2154, 0.8878)  -0.125
H (-1.7971, 5.1835, 1.0027)  0.098
H (-0.7090, 7.1133, 0.6856)  0.099
H (1.3764, 8.1788, -0.0981)  0.085
H (3.2501, 6.7653, -0.9143)  0.085
H (2.9692, 4.2967, -0.9862)  0.117
C (0.3077, -3.5020, 0.1442)  -0.267
P (-0.7164, -1.9548, 0.3448)  0.860
C (-2.0608, -2.4717, -0.7934)  -0.375
C (-1.7391, -2.5574, -2.1533)  -0.117
C (-2.6807, -2.9426, -3.0892)  -0.098
C (-3.9692, -3.2761, -2.6899)  -0.122
C (-4.2846, -3.2461, -1.3385)  -0.109
C (-3.3394, -2.8589, -0.4000)  -0.090
C (-1.4520, -2.2428, 1.9757)  -0.389
C (-2.4641, -1.3733, 2.4105)  -0.138
C (-2.9604, -1.4558, 3.6991)  -0.097
C (-2.4583, -2.3938, 4.5958)  -0.119
C (-1.4450, -3.2468, 4.1784)  -0.115
C (-0.9448, -3.1711, 2.8886)  -0.109
H (1.2085, -3.4254, 0.7561)  0.028
H (0.6127, -3.5422, -0.9020)  0.027
H (-0.2457, -4.4142, 0.3878)  0.033
H (-0.7415, -2.2849, -2.4714)  0.075
H (-2.4114, -2.9784, -4.1392)  0.095
H (-4.7208, -3.5520, -3.4207)  0.083
H (-5.2796, -3.5358, -1.0174)  0.088
H (-3.6096, -2.8402, 0.6474)  0.091
H (-2.8177, -0.6074, 1.7256)  0.027
H (-3.7397, -0.7719, 4.0169)  0.095
H (-2.8271, -2.4452, 5.6135)  0.084
H (-1.0327, -3.9738, 4.8699)  0.089
H (-0.1397, -3.8346, 2.5989)  0.083

***

Entry 2:
C17H24ClN3OS | ωB97M-V/def2-TZVPD

As for the frontier orbital gap: 8.695 eV. For the strongest force on any atom, the calculation gives 0.3286 Eh/bohr. As for the molar mass: 353.92 u.

Last column: Löwdin charge in e.
CARTESIAN COORDINATES (ANGSTROEM)
S (2.2695, 0.0141, -1.6851)  0.831
C (2.0992, 0.2937, -0.1593)  -0.936
N (0.9159, 0.0930, 0.3979)  -0.064
C (-0.2764, -0.5614, -0.4019)  -0.122
C (-1.2918, 0.4127, -0.8889)  -0.015
N (-1.8890, 1.1977, 0.4818)  -0.153
C (-0.8310, 1.6108, 1.4276)  -0.178
C (0.2280, 0.6364, 1.5140)  -0.238
H (-0.3153, -0.1326, 2.1248)  0.136
H (1.0840, 0.9879, 2.2417)  0.154
H (-0.2541, 2.7009, 0.7153)  0.202
H (-1.2469, 2.2926, 2.0655)  0.072
C (-2.8427, 0.3647, 1.0326)  -0.292
C (-4.0675, 0.4895, 0.3181)  -0.195
C (-4.7296, -0.8328, -0.0702)  -0.457
C (-5.9164, -0.9417, -0.6197)  -0.207
C (-6.3195, 0.0648, -1.2923)  -0.113
C (-5.7754, 1.3968, -1.0592)  -0.046
C (-4.5145, 1.6377, -0.3987)  -0.006
H (-4.1510, 2.5215, -0.0568)  0.075
H (-6.1776, 2.3355, -1.6991)  0.138
H (-7.3492, 0.2490, -1.8154)  0.145
H (-6.3196, -1.7553, -0.8428)  0.051
Cl (-4.1806, -2.2262, 0.9526)  0.630
H (-3.1346, 1.3054, 1.7880)  0.205
H (-2.4521, -0.4212, 1.4777)  0.026
H (-0.7865, 1.1409, -1.3590)  0.077
H (-2.1159, 0.3459, -1.3391)  0.040
H (-0.9107, -1.3449, 0.3195)  0.176
H (0.1144, -1.0115, -1.2098)  0.008
N (2.9265, 0.9505, 0.5760)  0.059
H (2.7697, 0.7670, 1.5008)  0.101
C (4.2980, 1.1209, 0.2100)  -0.160
H (4.5624, 1.9390, 0.5233)  0.047
H (4.2420, 1.0126, -0.8981)  0.093
C (5.3012, 0.2315, 0.7612)  -0.296
C (5.0682, -1.3562, -0.0798)  -0.042
H (4.7135, -2.0747, 1.0949)  0.206
C (6.3901, -1.6661, -0.4870)  -0.216
H (6.2164, -2.1329, -1.3421)  0.092
C (7.1070, -0.4031, -0.5303)  -0.161
H (7.9779, -0.2487, -0.4401)  0.033
H (6.5739, 0.0905, -1.5937)  0.202
O (6.5383, 0.2807, 0.4530)  -0.065
H (6.8964, -2.2266, 0.1341)  0.080
H (4.4443, -1.3650, -0.7043)  -0.081
H (5.2636, -0.1113, 1.8625)  0.165

***

Entry 3:
C3H6N2S2 | ωB97M-V/def2-TZVPD

As for the frontier orbital gap: 9.669 eV. For the strongest force on any atom, the calculation gives 0.1185 Eh/bohr. As for the SMILES: [H]/N=C1\CSCSN1. As for the molar mass: 134.23 u.

Last column: Löwdin charge in e.
CARTESIAN COORDINATES (ANGSTROEM)
H (-2.8437, -1.2112, 0.7346)  0.080
N (-2.2713, -0.9304, -0.1011)  0.091
C (-1.3472, -0.0927, 0.1308)  -0.635
C (-0.5077, 0.0240, 1.4364)  -0.397
S (1.0894, -0.9552, 1.0882)  0.752
C (1.4844, -0.3171, -0.5908)  -0.801
S (0.6167, 1.2798, -1.0508)  0.738
N (-1.1435, 0.7702, -1.0121)  -0.279
H (-0.2631, 1.0139, 1.9889)  0.100
H (-0.9560, -0.6185, 2.2121)  0.056
H (2.5900, 0.1652, -0.3044)  0.078
H (1.4494, -0.8868, -1.5587)  0.037
H (-1.1472, -0.2197, -1.7366)  0.181

***

Entry 4:
C17H18F5NO5TeZr | ωB97M-V/def2-TZVPD

The net charge is +2. As for the frontier orbital gap: 8.842 eV. For the strongest force on any atom, the calculation gives 0.0071 Eh/bohr. As for the molar mass: 630.15 u.

Last column: Löwdin charge in e.
CARTESIAN COORDINATES (ANGSTROEM)
Zr (0.3668, 0.0490, 0.3062)  1.893
C (-2.5706, -3.1920, 1.9742)  -0.047
C (-2.7419, -2.2211, 0.8127)  -0.351
C (-2.2191, -2.8271, -0.4939)  -0.042
C (-2.1412, -0.8553, 1.0796)  -0.208
C (-1.4142, -0.5553, 2.2467)  -0.036
C (-0.9545, 0.7341, 2.5140)  -0.038
C (-1.1953, 1.8012, 1.6291)  -0.305
C (-0.7500, 3.1916, 1.9555)  0.003
C (-1.8632, 1.4944, 0.4352)  -0.057
C (-2.3334, 0.1977, 0.1749)  -0.049
H (-3.0966, -4.1179, 1.7487)  0.100
H (-2.9861, -2.8027, 2.9046)  0.097
H (-1.5196, -3.4449, 2.1342)  0.091
H (-3.8132, -2.0282, 0.6832)  0.161
H (-1.1505, -3.0451, -0.4268)  0.071
H (-2.3925, -2.1770, -1.3523)  0.069
H (-2.7358, -3.7657, -0.6867)  0.101
H (-1.1857, -1.3447, 2.9491)  0.136
H (-0.3815, 0.9162, 3.4156)  0.157
H (-1.4926, 3.6563, 2.6083)  0.118
H (-0.6664, 3.8105, 1.0629)  0.100
H (0.1994, 3.1894, 2.4899)  0.098
H (-2.0499, 2.2819, -0.2865)  0.146
H (-2.8646, 0.0107, -0.7501)  0.143
O (-0.0713, -0.1836, -3.9935)  0.256
C (0.1757, 0.1497, -2.7732)  -0.386
O (-0.2755, -0.4564, -1.7827)  -0.043
C (1.0803, 1.3012, -2.5544)  -0.151
C (1.7504, 2.0424, -3.5039)  0.086
C (2.6674, 2.9985, -3.0458)  0.050
C (2.9041, 3.1380, -1.6867)  0.091
C (2.1856, 2.3331, -0.8129)  -0.128
N (1.2770, 1.4771, -1.2449)  0.033
C (2.3904, 2.2623, 0.6839)  -0.481
O (3.1009, 2.9848, 1.2969)  0.215
O (1.6465, 1.2601, 1.1975)  -0.214
H (-0.6339, -0.9774, -4.0581)  0.185
H (1.5841, 1.8753, -4.5591)  0.146
H (3.2139, 3.6027, -3.7575)  0.141
H (3.6362, 3.8306, -1.2927)  0.151
F (3.4448, -1.4444, 1.6471)  -0.296
Te (2.4812, -2.4539, 0.4592)  1.873
F (4.0326, -2.8248, -0.4170)  -0.275
F (2.5455, -3.9248, 1.5173)  -0.274
F (2.3409, -0.8450, -0.6477)  -0.391
F (1.6003, -3.3444, -0.8879)  -0.312
O (0.8746, -1.7568, 1.0880)  -0.625

***

Entry 5:
C4H8Si | ωB97M-V/def2-TZVPD

As for the frontier orbital gap: 10.301 eV. For the strongest force on any atom, the calculation gives 0.0931 Eh/bohr. As for the SMILES: C#CC[SiH2]C. As for the molar mass: 84.19 u.

Last column: Löwdin charge in e.
CARTESIAN COORDINATES (ANGSTROEM)
C (2.0108, -1.5085, -1.3651)  0.109
C (0.9442, -1.5199, -0.8058)  -0.268
C (-0.2521, -1.1905, -0.1670)  -0.339
Si (-0.8487, 0.7088, -0.4038)  0.688
C (-0.1941, 1.4627, 1.2249)  -0.265
H (2.9565, -1.5290, -1.7621)  -0.002
H (-0.2405, -1.2599, 0.8537)  0.028
H (-1.0990, -1.9122, -0.4945)  0.108
H (-0.7073, 1.5665, -1.5867)  -0.061
H (-2.3714, 0.5051, -0.2219)  -0.044
H (-0.5397, 1.0538, 2.1544)  0.016
H (0.8361, 1.1318, 1.2452)  0.019
H (-0.4949, 2.4913, 1.3287)  0.011